Record 1
Formula: C2H5NO3S
Source: OMol25
Level of theory: ωB97M-V with the def2-TZVPD basis set

ORCA input file:
```
! RIJCOSX wB97M-V def2-TZVPD def2/J DEFGRID3
* xyz 0 1
C -0.033 -0.031 -0.352
C 0.544 1.261 -0.486
N 0.949 -1.491 0.438
O -2.280 -1.636 -0.101
O -2.263 0.721 0.883
O 2.185 -1.183 0.533
S -1.893 0.048 -0.319
H 0.633 1.276 -1.579
H 1.534 1.346 0.134
H -0.011 2.098 -0.080
H -1.746 -2.261 0.385
H 2.382 -0.147 0.544
*
```

Summary:
HOMO-LUMO gap (alpha / beta) = 9.3 / 8.8 eV
Lowest unoccupied orbital energy (alpha / beta) = 0.191 / -0.531 eV
Energy relative to the best compared isomer or geometry (same formula, charge and spin) = 194.1 kcal per mole

Record 2
Formula: C24H63As4F24N6O15
Source: OMol25
Level of theory: ωB97M-V with the def2-TZVPD basis set

ORCA input file:
```
! RIJCOSX wB97M-V def2-TZVPD def2/J DEFGRID3
* xyz -1 1
C 7.824 8.291 16.263
C 6.403 7.777 16.664
C 6.066 7.851 18.121
O 4.856 7.075 18.366
C 5.019 6.008 19.305
N 5.351 8.495 15.819
H 4.444 7.981 15.922
H 5.194 9.411 16.280
H 5.611 8.744 14.851
H 8.590 7.888 16.913
H 7.898 9.378 16.486
H 8.047 8.055 15.242
H 6.260 6.698 16.437
H 5.692 8.793 18.514
H 6.965 7.504 18.705
H 5.358 5.100 18.788
H 4.040 5.910 19.748
H 5.842 6.184 20.037
C 7.475 12.483 16.845
C 6.825 13.853 16.929
C 7.518 14.885 16.122
O 7.130 14.975 14.731
C 8.054 14.522 13.779
N 5.446 13.717 16.409
H 5.370 13.875 15.399
H 5.023 12.789 16.579
H 4.757 14.313 16.779
H 7.582 12.013 15.820
H 6.986 11.719 17.432
H 8.493 12.501 17.235
H 6.768 14.238 17.931
H 8.617 14.696 16.243
H 7.305 15.882 16.530
H 8.880 15.274 13.586
H 7.639 14.253 12.834
H 8.505 13.560 14.143
C 1.539 10.634 19.803
C 1.308 9.202 20.182
C 1.526 8.189 19.076
O 1.797 6.835 19.621
C 0.658 6.162 20.164
N 2.204 8.720 21.300
H 2.515 7.739 21.139
H 3.081 9.320 21.400
H 1.873 8.735 22.253
H 2.578 10.863 19.700
H 1.077 11.244 20.563
H 0.967 10.862 18.841
H 0.322 9.049 20.603
H 2.491 8.372 18.569
H 0.692 8.130 18.406
H 1.006 5.239 20.647
H -0.101 5.903 19.446
H 0.161 6.794 20.825
C 5.811 13.591 25.276
C 6.719 13.760 24.028
O 7.112 14.869 23.598
N 6.941 12.557 23.510
H 6.463 11.834 24.034
H 2.977 12.000 22.590
C 7.832 12.200 22.403
H 6.210 12.863 25.967
H 4.877 13.161 24.910
H 5.591 14.498 25.764
H 7.530 11.197 22.134
H 8.913 12.281 22.626
H 7.625 12.835 21.586
C 8.301 17.754 19.894
C 7.665 16.452 20.342
O 7.680 15.477 19.701
N 6.809 16.414 21.584
H 5.731 16.620 21.357
H 7.009 15.551 22.176
C 7.093 17.414 22.686
H 8.060 18.573 20.609
H 7.909 17.963 18.864
H 9.368 17.579 19.826
H 6.500 18.298 22.663
H 8.176 17.562 22.606
H 6.786 16.873 23.630
C 11.148 9.254 20.112
C 10.764 10.226 19.077
O 9.522 10.442 18.840
N 11.703 10.807 18.341
H 11.457 11.350 17.539
H 9.379 12.316 18.767
C 13.069 10.910 18.864
H 11.298 8.318 19.528
H 10.378 9.044 20.855
H 12.127 9.443 20.615
H 13.515 11.820 18.366
H 13.677 10.051 18.532
H 13.171 11.114 19.905
As 5.135 10.991 12.500
F 5.477 9.985 11.124
F 4.305 12.122 11.447
F 4.803 11.994 13.930
F 6.075 9.963 13.655
F 6.574 11.925 12.327
F 3.700 10.100 12.844
As 5.316 8.915 23.130
F 6.340 7.795 23.990
F 5.997 10.138 24.033
F 4.419 10.171 22.223
F 4.603 7.779 22.032
F 4.060 8.854 24.349
F 6.592 8.998 22.000
As 3.266 17.148 19.080
F 1.726 17.445 19.719
F 3.766 16.878 20.818
F 4.873 16.738 18.700
F 2.770 17.333 17.486
F 3.723 18.805 19.219
F 2.903 15.452 18.881
As 13.288 15.348 18.131
F 14.642 15.037 19.231
F 14.342 16.303 17.137
F 12.017 15.780 16.941
F 12.159 14.310 19.103
F 12.811 16.807 18.997
F 13.610 13.956 17.058
O 3.055 12.011 15.860
C 3.523 10.889 16.375
O 4.613 10.984 16.942
O 2.799 9.835 16.335
H 2.326 11.750 15.284
O 10.278 14.666 20.583
C 10.206 13.376 20.261
O 9.497 13.216 19.101
O 10.660 12.448 20.856
H 11.072 14.860 21.032
O 2.170 14.539 21.143
C 2.979 13.780 21.878
O 4.130 14.032 22.171
O 2.345 12.574 22.119
H 2.610 15.420 21.077
*
```

Summary:
HOMO-LUMO gap = 8.6 eV
Lowest unoccupied orbital energy = 1.075 eV

Max |F| per entry: 5.4, 4.2 eV/Å